Computed, not measured: an isolated ion of composition C23H38N3O3Si and charge +1 in a non-equilibrium geometry, with ωB97M-V with the def2-TZVPD basis set.

Its charge is +1. The energy comes out at -1578.33299 hartree. Its SMILES is CC(=O)OC(=O)CNC1=[NH+][C@@H](CCCCCCCC[Si](C)(C)c2ccccc2)CN1. The value obtained for the gap between HOMO and LUMO is 6.53 eV. As for the LUMO energy: -4.31 eV.

```
68
Properties=species:S:1:pos:R:3:forces:R:3:mulliken_charge:R:1
C 0.20749 -2.65167 1.65532 0.9742 0.4631 -0.1193 0.0392
C 0.23175 -3.99306 0.86377 -1.6696 0.5372 -0.8018 0.2249
O -0.53691 -4.11576 -0.04371 0.5597 -0.1761 0.4135 -0.4612
O 1.04948 -5.10638 1.15356 1.2855 2.1694 -0.0192 -0.3292
C 2.22674 -4.77094 1.83619 -0.2913 -0.4893 1.4174 0.2364
O 2.38613 -5.22373 2.92587 0.4392 0.1847 -0.6125 -0.4318
C 3.33299 -3.80871 1.29655 0.1768 -0.8767 0.1882 -0.4093
N 3.04261 -3.20447 -0.03246 0.4306 1.0140 0.2701 -0.0109
C 3.55231 -2.05250 -0.30385 1.6493 3.6819 -1.1732 0.1304
N 4.38431 -1.22631 0.58092 -0.8393 -0.7604 0.6339 -0.4323
C 3.59280 0.05855 0.47487 -1.4971 -0.7557 -0.2756 -0.2050
C 3.55774 0.22812 -1.09777 -0.9641 -0.5878 0.5488 0.1022
C 2.31043 0.89091 -1.78499 0.9519 0.8133 -0.6185 -0.5037
C 2.13693 2.42767 -1.50934 -0.8668 0.0494 0.4739 -0.8859
C 1.96063 2.82649 0.00742 0.7625 0.1882 0.3945 0.0917
C 1.24687 4.22470 0.24544 0.5532 -0.3956 0.5719 -1.1087
C 0.00428 4.16485 1.24374 0.0410 0.6393 -1.2509 -0.6231
C -1.34344 4.07300 0.37412 -0.0343 0.7220 1.3588 -0.7987
C -2.49630 3.25594 1.09127 0.6190 -0.8790 -0.2626 -0.4685
C -3.36411 2.33749 0.08481 0.4200 0.9966 0.6633 -0.5959
Si -2.71698 0.55369 0.28967 -0.2121 0.0947 0.0502 -0.2224
C -0.83126 0.60619 -0.02421 0.1680 -0.1548 -0.5363 -0.4924
C -3.00966 -0.08559 2.06679 -0.0107 0.1334 -0.1398 -0.7055
C -3.46794 -0.70002 -0.92175 -1.1403 -1.7783 -1.1818 0.4504
C -3.18022 -0.60757 -2.36340 -1.1478 -1.6075 0.6865 -0.2199
C -3.71024 -1.58030 -3.31218 -0.3265 -0.0559 2.5203 -0.6881
C -4.54205 -2.67862 -2.79381 0.4770 1.0210 0.7654 -0.3323
C -4.87866 -2.79928 -1.38390 1.6943 2.0513 -0.5606 -0.6439
C -4.32663 -1.79752 -0.44374 0.1172 -0.4648 -2.2546 -0.1673
N 3.40420 -1.23963 -1.49766 0.3093 -1.8205 0.5854 -0.4808
H 1.13363 -2.41834 2.24068 -0.8114 -0.3961 -0.2453 0.2816
H 0.10827 -1.83348 0.88441 -0.0055 -0.9987 0.6901 -0.2445
H -0.67960 -2.55247 2.32657 0.7326 -0.5260 -0.5466 0.3600
H 3.49957 -3.03236 2.09386 -0.3230 -0.5659 -1.1329 0.3758
H 4.31078 -4.35838 1.20949 -1.1142 0.2099 0.1795 0.4961
H 2.45112 -3.65917 -0.74425 0.2635 0.1276 0.4484 0.3641
H 5.20164 -1.01507 -0.00991 0.0896 -0.5293 0.5746 0.3496
H 3.89892 0.90374 1.13129 0.3354 -0.8493 -0.7581 0.4261
H 2.58121 -0.28176 0.86003 0.6966 0.9148 -0.5515 0.0496
H 4.57909 0.55752 -1.43249 -1.0854 0.1596 0.1053 0.2107
H 2.47450 0.78611 -2.89951 -0.1712 -0.0419 1.1292 0.3638
H 1.41579 0.26424 -1.55066 0.6949 0.7182 0.0967 0.0026
H 3.00018 2.99944 -1.93739 -0.6762 -0.5185 0.3155 0.4088
H 1.21549 2.80355 -2.04695 0.9595 -0.5986 0.3377 0.4167
H 3.00518 2.90445 0.44087 -1.0633 -0.0999 -0.3192 0.4112
H 1.44044 2.05206 0.63307 0.3442 0.4963 -0.8950 -0.0437
H 0.93312 4.62077 -0.75447 0.1571 -0.0945 0.9389 0.4771
H 2.02984 4.91493 0.67282 -0.8984 -0.5294 -0.5626 0.3294
H 0.07442 3.31892 1.97775 0.0884 0.6813 -0.7015 0.3653
H 0.03083 5.13831 1.81291 -0.2791 -1.1407 -0.3721 0.3907
H -1.70663 5.13668 0.29872 0.3455 -1.0328 -0.3982 0.4108
H -1.08585 3.71374 -0.65331 -0.4387 0.0753 0.8539 0.3562
H -1.98017 2.55946 1.82201 -0.5642 0.8136 -0.5303 -0.0005
H -3.14135 3.93003 1.70610 0.4981 -0.5200 -0.6079 0.4496
H -3.17079 2.75275 -0.94441 -0.6015 -0.5748 0.8317 0.3872
H -4.44930 2.42443 0.37089 0.9813 -0.1334 -0.5976 0.4099
H -0.58045 -0.28905 -0.66376 -0.1112 0.8018 0.6559 0.4951
H -0.26340 0.55841 0.94250 -0.3468 0.1862 -0.8908 0.3204
H -0.56923 1.53018 -0.61486 -0.0553 -0.9444 0.7399 -0.1696
H -4.06934 -0.45474 2.11145 1.0557 0.2272 0.3014 0.3474
H -2.85162 0.71918 2.83980 -0.1765 -0.9095 -0.7353 0.3656
H -2.27455 -0.92398 2.23464 -0.9341 0.7164 0.0474 -0.0381
H -2.52312 0.22224 -2.70866 -0.6122 -0.7208 0.1335 0.2954
H -3.46506 -1.47751 -4.39448 -0.3413 -0.2529 1.0577 0.3468
H -4.93013 -3.45123 -3.50051 0.3789 0.8360 0.6479 0.3319
H -5.51762 -3.63936 -1.01304 0.7138 0.9421 -0.4368 0.3515
H -4.58481 -1.94946 0.63280 0.3925 0.4072 -1.0651 0.1375
H 4.23567 -1.48028 -2.05150 -0.7465 -0.2932 -0.4738 0.3534
```
Forces are in eV/Å.